(1)
Computed, not measured: a structure of composition C33H33BN5PRuS4 at a distorted geometry, with ωB97M-V with the def2-TZVPD basis set.

Each line ends with the Mulliken charge.
CARTESIAN COORDINATES (ANGSTROEM)
Ru -0.479 -0.185 0.522  -1.1863
C 4.918 -2.835 -0.074  -0.5966
C 4.547 -2.439 -1.349  -0.7706
C 3.244 -2.028 -1.598  -0.4882
C 2.319 -2.009 -0.556  0.7704
C 2.694 -2.415 0.726  -0.4071
C 3.992 -2.827 0.964  -0.7058
P 0.599 -1.627 -0.862  2.5391
C 0.428 -0.732 -2.411  0.7193
C -0.477 -1.161 -3.381  -0.6507
C -0.652 -0.418 -4.539  -0.7646
C 0.070 0.750 -4.729  -0.7260
C 0.979 1.179 -3.766  -0.9829
C 1.160 0.441 -2.612  -0.5357
C -0.360 -3.123 -0.902  -0.4660
C -0.075 -4.259 -1.617  -0.3338
C -0.970 -5.344 -1.556  -0.9826
C -2.099 -5.261 -0.785  -0.8656
C -2.389 -4.108 -0.017  1.0633
C -3.517 -4.013 0.830  -0.8939
C -3.699 -2.896 1.594  -1.1393
C -2.764 -1.839 1.567  0.5973
C -1.674 -1.852 0.725  -1.5919
C -1.490 -3.020 -0.072  1.2794
H 5.932 -3.159 0.115  0.4420
H 5.269 -2.455 -2.154  0.4583
H 2.956 -1.724 -2.596  0.4801
H 1.967 -2.412 1.533  0.2931
H 4.284 -3.144 1.956  0.4718
H -1.049 -2.068 -3.230  0.4407
H -1.350 -0.755 -5.293  0.4752
H -0.063 1.322 -5.638  0.4493
H 1.561 2.076 -3.933  0.5260
H 1.885 0.767 -1.873  0.4519
H 0.818 -4.328 -2.226  0.5704
H -0.758 -6.241 -2.121  0.4620
H -2.785 -6.098 -0.739  0.4589
H -4.218 -4.837 0.876  0.4501
H -4.560 -2.819 2.245  0.4905
H -2.963 -0.975 2.191  0.6236
C 0.090 5.089 -0.691  -0.8578
N 1.085 4.130 -0.230  0.2021
C 2.453 4.340 -0.212  -0.5128
C 3.023 3.197 0.229  -0.7938
N 2.004 2.301 0.495  0.2915
B 2.095 0.930 1.157  1.8776
N 1.852 0.976 2.666  0.7580
C 2.651 1.628 3.596  -0.7013
C 2.176 1.331 4.823  -0.5070
N 1.092 0.493 4.648  0.2132
C 0.294 -0.119 5.705  -0.8632
C 0.925 0.287 3.332  -0.2478
S -0.304 -0.763 2.694  -0.5328
C 0.843 2.885 0.198  -0.4297
S -0.714 2.109 0.209  -0.1285
H 0.495 6.090 -0.575  0.3496
H -0.805 4.997 -0.082  0.3772
H -0.145 4.909 -1.740  0.2886
H 2.883 5.275 -0.524  0.5248
H 4.056 2.935 0.375  0.5930
H 3.091 0.358 0.854  -0.0726
H 1.135 0.178 0.660  -0.6001
H 3.484 2.239 3.300  0.5540
H 2.499 1.635 5.802  0.4690
H 0.565 0.345 6.648  0.3340
H 0.493 -1.188 5.750  0.3402
H -0.763 0.053 5.509  0.3455
S -2.865 0.130 -1.102  0.0128
C -3.728 1.562 -0.896  0.0207
N -3.403 2.746 -1.387  -0.1508
C -4.208 3.891 -0.974  -0.6314
C -5.555 3.313 -0.538  -0.5891
S -5.206 1.608 -0.004  -0.0459
H -2.530 2.831 -1.886  0.2822
H -4.328 4.579 -1.809  0.4140
H -3.711 4.413 -0.151  0.2427
H -6.268 3.287 -1.359  0.3420
H -5.982 3.872 0.290  0.4067

Values from the calculation:
Net charge: +2
LUMO energy (eV): -6.793
Frontier orbital gap (eV): 5.876

(2)
Computed, not measured: a structure of composition C33H33BrN3O2S2V at a distorted geometry, with ωB97M-V with the def2-TZVPD basis set.

Each line ends with the Löwdin spin population.
CARTESIAN COORDINATES (ANGSTROEM)
V 0.374 -0.024 0.147  1.9038
C 3.027 -2.035 1.347  0.0005
C 3.447 -0.834 0.546  0.0035
C 4.774 -0.706 0.151  0.0013
C 5.182 0.390 -0.572  0.0022
C 4.263 1.394 -0.853  0.0017
C 2.973 1.234 -0.431  0.0012
N 2.543 0.116 0.219  -0.0041
C 1.928 2.274 -0.626  0.0124
C 2.176 3.551 -1.076  -0.0028
C 1.109 4.417 -1.239  0.0152
C -0.172 3.988 -0.946  -0.0030
C -0.355 2.707 -0.477  0.0122
N 0.686 1.878 -0.309  -0.0056
C -1.674 2.123 -0.130  0.0007
C -2.846 2.807 -0.307  0.0016
C -4.036 2.198 0.065  0.0017
C -3.990 0.952 0.641  0.0012
C -2.771 0.304 0.811  0.0031
C -2.747 -1.019 1.509  0.0008
N -1.623 0.865 0.389  -0.0038
H 3.803 -2.276 2.077  0.0000
H 2.905 -2.911 0.707  0.0001
H 2.088 -1.868 1.855  0.0002
H 5.474 -1.487 0.421  0.0000
H 6.210 0.480 -0.906  0.0001
H 4.561 2.275 -1.404  0.0000
H 3.183 3.870 -1.299  -0.0003
H 1.275 5.426 -1.600  0.0008
H -1.013 4.652 -1.082  -0.0004
H -2.849 3.800 -0.737  0.0000
H -4.982 2.708 -0.078  0.0000
H -4.893 0.461 0.983  0.0000
H -3.395 -0.980 2.385  0.0001
H -1.743 -1.273 1.824  0.0004
H -3.130 -1.806 0.858  0.0001
O 0.123 -2.086 0.526  0.0263
S -0.606 -3.422 0.451  0.0061
C 0.074 -4.373 1.784  0.0005
C 0.113 -3.739 3.022  0.0001
C 0.581 -4.440 4.121  0.0001
C 0.995 -5.763 3.981  -0.0001
C 0.927 -6.389 2.744  0.0000
C 0.459 -5.698 1.632  -0.0001
C -0.026 -4.261 -0.973  0.0021
C 1.330 -4.368 -1.271  0.0006
C 1.705 -5.043 -2.418  0.0000
C 0.732 -5.608 -3.247  0.0001
C -0.616 -5.490 -2.939  0.0000
C -1.005 -4.804 -1.793  0.0006
H -0.211 -2.706 3.117  0.0001
H 0.613 -3.964 5.095  0.0000
H 1.362 -6.310 4.842  0.0000
H 1.240 -7.422 2.637  0.0000
H 0.392 -6.193 0.671  0.0000
H 2.075 -3.924 -0.621  0.0000
H 2.756 -5.135 -2.671  0.0000
H 1.033 -6.142 -4.142  0.0000
H -1.368 -5.924 -3.590  0.0000
H -2.057 -4.697 -1.542  0.0001
O 0.457 0.180 2.171  0.0217
S 0.669 1.391 3.116  0.0053
C 2.154 0.998 4.062  0.0008
C 1.697 0.195 5.278  0.0001
C 0.430 0.902 5.756  -0.0001
C -0.445 1.069 4.511  0.0000
H 2.606 1.954 4.343  0.0001
H 2.815 0.478 3.370  0.0001
H 2.470 0.168 6.044  0.0000
H 1.476 -0.835 4.983  0.0000
H 0.683 1.880 6.172  0.0000
H -0.101 0.346 6.528  0.0000
H -1.182 1.871 4.572  0.0000
H -0.937 0.139 4.217  0.0001
Br 0.181 -0.569 -2.122  -0.0094

Values from the calculation:
2S+1: 3
Net charge: +2
LUMO energy (spin up / spin down) (eV): -5.833 / -6.020
Frontier orbital gap (spin up / spin down) (eV): 7.985 / 7.948
Energy relative to the best compared isomer or geometry (same formula, charge and spin) (eV): 0.158

(3)
Computed, not measured: a structure of composition C33H33CdClIN7O9S, with ωB97M-V with the def2-TZVPD basis set.

Each line ends with the Mulliken charge.
CARTESIAN COORDINATES (ANGSTROEM)
Cd -1.235 -0.122 0.880  3.3928
O -5.427 -0.995 0.807  -0.7705
C -4.246 -0.786 1.085  0.2261
O -3.529 0.202 0.674  -0.7713
C -3.482 -1.816 1.979  0.3824
O -3.971 -2.210 3.044  -0.7515
O -2.351 -2.174 1.481  -0.5915
N -0.358 -3.913 -1.681  -0.0060
C -0.902 -3.931 -2.971  -0.2668
C -0.476 -4.876 -3.892  -0.5625
C -1.049 -4.946 -5.158  -0.5396
C -2.039 -4.050 -5.517  -0.6184
C -2.446 -3.079 -4.606  -0.6676
C -1.897 -3.023 -3.338  0.7947
S -2.429 -1.798 -2.178  -0.2724
N -1.222 -1.829 -1.027  0.0703
C -0.425 -2.796 -0.857  0.1879
C 0.509 -2.781 0.301  0.0053
C 1.247 -3.896 0.672  -0.7726
C 2.143 -3.790 1.721  -1.0482
C 2.277 -2.579 2.371  -0.6591
C 1.467 -1.532 1.962  -0.8519
N 0.601 -1.640 0.969  1.4769
H 0.468 -4.473 -1.571  0.1169
H 0.304 -5.576 -3.610  0.3489
H -0.713 -5.704 -5.854  0.3548
H -2.481 -4.088 -6.505  0.3532
H -3.210 -2.357 -4.877  0.3929
H 1.126 -4.851 0.179  0.5604
H 2.717 -4.652 2.033  0.4126
H 2.977 -2.453 3.184  0.4764
H 1.505 -0.569 2.455  0.0820
N -0.114 -1.715 5.727  -0.3806
C -0.755 -1.845 4.530  0.4012
O -0.852 -0.905 3.773  -0.1578
C -1.382 -3.181 4.186  -0.7059
I -0.298 -4.912 4.864  -0.0926
H 0.176 -0.785 5.986  0.1288
H -0.172 -2.423 6.436  0.1484
H -1.499 -3.243 3.105  -0.0137
H -2.375 -3.249 4.622  0.5850
C 3.849 3.549 -3.927  -1.0320
C 2.864 4.614 -3.454  -0.9295
N 1.695 4.040 -2.797  0.2767
C 1.606 4.205 -1.345  -0.9655
C 2.657 3.418 -0.572  -0.4972
C 0.721 3.540 -3.605  0.4945
O 0.790 3.633 -4.829  -0.6957
C -0.458 2.869 -2.972  0.2492
C -1.733 3.215 -3.401  -0.6655
C -2.830 2.594 -2.828  -0.9527
C -2.616 1.635 -1.847  -0.4965
N -1.391 1.269 -1.466  0.2699
C -0.337 1.864 -2.019  -0.8900
H 4.731 4.024 -4.363  0.3856
H 3.375 2.928 -4.687  0.2970
H 4.159 2.903 -3.105  0.2249
H 2.519 5.188 -4.314  0.4377
H 3.340 5.294 -2.746  0.4465
H 0.611 3.916 -1.020  0.5547
H 1.722 5.273 -1.131  0.3676
H 2.522 2.341 -0.684  -0.1207
H 2.571 3.663 0.490  0.3228
H 3.665 3.678 -0.904  0.4962
H -1.849 3.972 -4.167  0.4464
H -3.838 2.854 -3.126  0.4473
H -3.435 1.141 -1.328  0.4561
H 0.634 1.501 -1.688  0.9219
O 2.871 -1.627 -1.331  -0.6437
N 3.058 -0.400 -1.178  0.7647
O 4.168 0.110 -1.446  -0.7259
O 2.126 0.330 -0.739  -0.6632
Cl 0.111 1.953 7.662  -0.2895
C -0.088 1.938 5.913  0.2730
C 1.024 1.831 5.096  -0.7799
C 0.858 1.831 3.720  0.1831
C -0.407 1.926 3.115  0.0971
C -0.572 1.878 1.667  -2.1596
C -1.505 2.061 3.986  -0.1416
C -1.356 2.056 5.360  -0.5703
H 2.012 1.760 5.535  0.3420
H 1.735 1.751 3.084  0.3152
H 0.356 2.087 1.130  0.3553
H -1.395 2.496 1.308  0.6385
H -2.499 2.115 3.558  0.3540
H -2.221 2.125 6.009  0.4043

Values from the calculation:
Net charge: -2
LUMO energy (eV): 3.454
Frontier orbital gap (eV): 5.758
Energy relative to the best compared isomer or geometry (same formula, charge and spin) (eV): 1.074

(4)
Computed, not measured: a structure of composition C33H33F9O8P2Sb2Ti at a distorted geometry, with ωB97M-V with the def2-TZVPD basis set.

Each line ends with the Löwdin spin population.
CARTESIAN COORDINATES (ANGSTROEM)
Ti -1.739 1.121 -0.220  1.8383
C -6.040 -0.116 -0.862  0.0001
C -5.406 0.212 0.483  0.0004
O -6.396 0.311 1.519  0.0004
P -4.610 1.851 0.471  0.0066
O -3.872 1.955 1.869  0.0217
O -5.733 2.954 0.484  0.0008
O -3.697 2.007 -0.692  0.0167
P -4.022 -0.905 0.946  0.0037
O -4.657 -2.333 0.624  0.0000
O -3.736 -0.657 2.389  0.0025
O -2.885 -0.636 -0.030  0.0215
H -6.809 0.618 -1.100  0.0000
H -6.496 -1.103 -0.816  0.0000
H -5.283 -0.108 -1.646  0.0000
H -6.340 -0.459 2.098  0.0001
H -3.799 1.062 2.321  0.0011
H -6.317 2.874 1.248  0.0000
H -4.022 -3.057 0.717  0.0000
C -0.330 -1.658 -1.905  0.0072
C 1.089 -1.197 -2.315  0.0006
C 1.331 0.315 -2.239  0.0085
Sb 1.336 0.852 -0.153  0.0079
C 2.253 2.702 0.337  -0.0012
C 1.526 3.515 1.203  0.0012
C 2.085 4.684 1.700  0.0001
C 3.370 5.048 1.327  0.0000
C 4.100 4.238 0.469  -0.0001
C 3.548 3.061 -0.018  -0.0003
C 3.064 -0.347 0.265  -0.0024
C 3.149 -1.121 1.413  -0.0002
C 4.270 -1.907 1.654  0.0000
C 5.320 -1.922 0.749  0.0000
C 5.249 -1.141 -0.399  -0.0001
C 4.126 -0.361 -0.639  -0.0004
Sb -0.929 -2.989 -0.253  0.0010
C -0.103 -2.314 1.639  0.0009
C 0.725 -3.185 2.353  0.0001
C 1.151 -2.872 3.635  0.0002
C 0.774 -1.673 4.226  0.0000
C -0.062 -0.807 3.543  0.0005
C -0.517 -1.131 2.270  0.0037
C 0.516 -4.551 -0.618  0.0001
C 0.443 -5.702 0.168  0.0001
C 1.287 -6.781 -0.057  0.0000
C 2.212 -6.735 -1.093  0.0000
C 2.276 -5.608 -1.902  0.0000
C 1.434 -4.527 -1.667  0.0000
H -0.735 -2.272 -2.716  0.0003
H -1.031 -0.815 -1.877  0.0049
H 1.235 -1.499 -3.356  0.0001
H 1.868 -1.720 -1.749  0.0001
H 0.536 0.860 -2.751  0.0014
H 2.276 0.572 -2.720  0.0006
H 0.512 3.248 1.470  0.0025
H 1.509 5.315 2.366  0.0000
H 3.805 5.965 1.707  0.0000
H 5.106 4.519 0.180  0.0000
H 4.136 2.432 -0.671  0.0000
H 2.345 -1.109 2.132  -0.0001
H 4.315 -2.509 2.554  0.0000
H 6.191 -2.538 0.934  0.0000
H 6.065 -1.141 -1.111  0.0000
H 4.088 0.228 -1.549  0.0000
H 1.066 -4.107 1.905  0.0000
H 1.795 -3.562 4.166  0.0000
H 1.120 -1.421 5.220  0.0000
H -0.386 0.119 4.004  0.0001
H -1.238 -0.464 1.798  0.0043
H -0.286 -5.763 0.970  0.0000
H 1.216 -7.660 0.572  0.0000
H 2.870 -7.574 -1.274  0.0000
H 2.986 -5.565 -2.719  0.0000
H 1.505 -3.660 -2.318  0.0000
F -2.010 6.070 -1.982  0.0001
C -1.869 5.065 -1.109  0.0005
F -3.083 4.696 -0.695  0.0004
F -1.214 5.537 -0.041  0.0001
C -1.080 3.863 -1.719  0.0022
O -0.901 2.912 -0.771  0.0270
C -1.848 3.282 -2.980  0.0017
F -1.908 1.933 -2.867  0.0107
F -1.242 3.524 -4.146  0.0005
F -3.098 3.723 -3.093  0.0005
C 0.310 4.399 -2.204  0.0002
F 1.035 3.369 -2.676  0.0001
F 0.219 5.319 -3.170  0.0000
F 0.990 4.955 -1.209  0.0001

Values from the calculation:
2S+1: 3
LUMO energy (spin up / spin down) (eV): 0.350 / 0.247
Frontier orbital gap (spin up / spin down) (eV): 8.017 / 8.682
Energy relative to the best compared isomer or geometry (same formula, charge and spin) (eV): 1.432